Molecular formula: C4H6NO
Method: DFT, ωB97M-V/def2-TZVPD

Geometry as XYZ:
```
12
Properties=species:S:1:pos:R:3:forces:R:3:mulliken_charge:R:1
C 1.0546 1.2099 1.1392 -0.0493 2.1043 1.8288 -0.728
C 0.2839 0.4830 0.4114 0.6346 -3.1534 -2.1620 0.224
C -1.1905 0.6790 0.3909 -0.0857 1.3472 1.3075 -0.525
C 0.6579 -0.8128 -0.5776 -2.6414 4.0259 -0.6413 -1.292
N -1.3984 1.8793 -0.3767 -1.6670 0.3556 -2.6891 -0.129
O -2.0751 1.8073 -1.4218 1.2660 -0.3610 1.9456 -0.411
H 2.1060 1.1455 1.1625 1.4931 -0.7017 -0.3442 0.069
H -1.6009 -0.2523 0.0556 -1.3767 -0.1179 -0.2307 0.403
H -1.4270 1.1113 1.4004 -0.2179 -1.0710 -0.5576 0.376
H 0.4801 -0.5045 -1.6509 0.0564 -0.4477 0.8912 0.214
H 0.0338 -1.6330 -0.3342 -0.3947 -1.0869 0.2468 0.325
H 1.6542 -0.9354 -0.4398 2.9827 -0.8935 0.4050 0.474
```
Positions in Å, forces in eV/Å.

Computed properties:
**Net charge**: -1
**Max |F|**: 4.86 eV/Å
**Gap between HOMO and LUMO**: 0.2203 Ha
**E_tot**: -285.8235 a.u.
**ΔE to the lowest compared entry with this formula, charge and spin**: 2.7821 eV